(1)
{"formula": "C39H66BN5O3P2SeTl", "method": "ωB97M-V with the def2-TZVPD basis set", "lumo_energy_ev": 2.19, "total_energy_ha": -5306.67745, "total_charge": -1, "symbols": ["Tl", "C", "C", "C", "C", "P", "C", "N", "B", "N", "C", "P", "C", "C", "C", "C", "C", "C", "C", "C", "C", "C", "C", "C", "C", "C", "C", "C", "C", "C", "H", "H", "H", "H", "H", "H", "H", "H", "H", "H", "H", "H", "H", "H", "H", "H", "H", "H", "H", "H", "H", "H", "H", "H", "H", "H", "H", "H", "H", "H", "H", "H", "H", "H", "H", "H", "H", "H", "H", "H", "H", "H", "H", "H", "O", "N", "O", "O", "C", "C", "C", "C", "N", "C", "Se", "N", "C", "C", "C", "C", "C", "C", "C", "C", "C", "C", "H", "H", "H", "H", "H", "H", "H", "H", "H", "H", "H", "H", "H", "H", "H", "H", "H", "H", "H", "H", "H", "H"], "xyz": [[-0.2486, 1.3555, -1.4555], [-4.7973, 0.6298, -3.2350], [-4.1472, -0.4659, -2.3931], [-4.9819, -1.7471, -2.4313], [-4.0987, 0.0655, -0.9549], [-2.2889, -0.5667, -2.8504], [-1.8496, -2.1826, -1.9956], [-0.4937, -2.1252, -1.5219], [0.5455, -1.2023, -1.9271], [1.6217, -1.4947, -1.0081], [2.8136, -0.7250, -0.7849], [2.9005, 0.6722, -2.0302], [3.9492, -0.1570, -3.4093], [3.2380, -1.4606, -3.7787], [3.8606, 0.7764, -4.6197], [5.4044, -0.4877, -3.0853], [4.0359, 1.8768, -1.0344], [4.6282, 2.9132, -1.9892], [5.1489, 1.2962, -0.1610], [3.0272, 2.6163, -0.1445], [1.2554, -2.4944, -0.1432], [1.9401, -3.1035, 0.8916], [1.2942, -4.0901, 1.6227], [-0.0086, -4.4545, 1.3324], [-0.7039, -3.8633, 0.2853], [-0.0693, -2.8870, -0.4610], [-2.1503, -1.0499, -4.6959], [-0.7982, -1.7411, -4.8850], [-2.1073, 0.2794, -5.4524], [-3.2402, -1.9566, -5.2642], [-5.7808, 0.8717, -2.8297], [-4.9245, 0.3381, -4.2741], [-4.1801, 1.5246, -3.1867], [-5.9337, -1.5672, -1.9280], [-4.4858, -2.5676, -1.9195], [-5.2031, -2.0616, -3.4463], [-5.1084, 0.2021, -0.5659], [-3.5912, 1.0291, -0.9551], [-3.5673, -0.6089, -0.2850], [-2.0040, -3.0372, -2.6717], [-2.5135, -2.3010, -1.1303], [3.7168, -1.3549, -0.8346], [2.7583, -0.2939, 0.2285], [2.1784, -1.2747, -3.9291], [3.3358, -2.2091, -2.9977], [3.6562, -1.8725, -4.6971], [2.8153, 0.9628, -4.8542], [4.3353, 0.3236, -5.4919], [4.3410, 1.7318, -4.4305], [5.4820, -1.0540, -2.1589], [6.0210, 0.4034, -3.0013], [5.8212, -1.1040, -3.8851], [5.4167, 2.4873, -2.6039], [5.0583, 3.7398, -1.4203], [3.8494, 3.3154, -2.6347], [5.9305, 0.8292, -0.7543], [4.7668, 0.5662, 0.5471], [5.6061, 2.1065, 0.4112], [2.2743, 3.1059, -0.7656], [3.5328, 3.3848, 0.4421], [2.5134, 1.9365, 0.5352], [2.9577, -2.8278, 1.1282], [1.8151, -4.5784, 2.4357], [-0.4966, -5.2079, 1.9344], [-1.7222, -4.1669, 0.0826], [-0.0381, -1.2036, -4.3149], [-0.5198, -1.7448, -5.9393], [-0.8151, -2.7707, -4.5356], [-1.3033, 0.8940, -5.0540], [-3.0371, 0.8293, -5.3478], [-1.9235, 0.1183, -6.5153], [-3.3644, -2.8540, -4.6609], [-2.9587, -2.2715, -6.2715], [-4.1978, -1.4474, -5.3368], [-2.3716, 2.7886, -2.4993], [-1.6395, 3.5772, -3.1219], [-2.0754, 4.6396, -3.5214], [-0.4538, 3.2585, -3.3255], [4.3062, 1.8091, 3.6993], [3.5625, 1.9871, 5.0181], [2.1309, 1.4618, 4.9453], [1.2050, 2.3732, 4.1380], [-0.1430, 1.8802, 4.1518], [-0.6637, 1.0266, 3.2178], [0.2699, 0.3357, 1.8278], [-1.9578, 0.7572, 3.5684], [-2.8865, 0.0369, 2.7346], [-2.5736, -1.4577, 2.6095], [-2.4950, -2.1843, 3.9491], [-3.8555, -2.4163, 4.5957], [-2.2487, 1.4199, 4.7360], [-3.3925, 1.4812, 5.5200], [-3.3298, 2.2369, 6.6899], [-2.1827, 2.9123, 7.0601], [-1.0316, 2.8753, 6.2757], [-1.0859, 2.1186, 5.1149], [5.3103, 2.2238, 3.7619], [3.7799, 2.2991, 2.8864], [4.3829, 0.7502, 3.4646], [3.5455, 3.0435, 5.3045], [4.0955, 1.4424, 5.8015], [1.7229, 1.3539, 5.9544], [2.1269, 0.4767, 4.4752], [1.5259, 2.4076, 3.0946], [1.2066, 3.3880, 4.5434], [-2.8610, 0.4850, 1.7343], [-3.8830, 0.1859, 3.1535], [-1.6176, -1.5759, 2.0983], [-3.3446, -1.9058, 1.9789], [-1.8692, -1.6033, 4.6317], [-1.9974, -3.1444, 3.7892], [-4.3133, -1.4740, 4.8841], [-3.7517, -3.0221, 5.4931], [-4.5230, -2.9279, 3.9066], [-4.3022, 0.9646, 5.2578], [-4.2007, 2.2786, 7.3296], [-2.1761, 3.4808, 7.9772], [-0.1380, 3.4086, 6.5579]], "mulliken_charge": [1.27, -2.03, 2.25, -1.88, -1.85, 0.17, -1.54, 0.68, -0.06, 1.03, -1.25, -0.05, 2.08, -2.12, -1.84, -1.89, 2.23, -2.11, -1.75, -1.75, 0.19, -0.59, -0.94, -0.78, -0.58, 0.48, 1.98, -1.60, -1.75, -2.07, 0.51, 0.30, 0.36, 0.54, 0.27, 0.32, 0.77, 0.28, -0.11, 0.22, 0.51, 0.44, 0.33, 0.25, 0.29, 0.69, 0.31, 0.51, 0.33, 0.29, 0.29, 0.51, 0.35, 0.52, 0.43, 0.25, 0.17, 0.52, 0.30, 0.59, 0.08, 0.45, 0.38, 0.46, 0.51, -0.35, 0.68, 0.29, 0.28, 0.31, 0.50, 0.31, 0.53, 0.32, -0.53, 0.92, -0.70, -0.62, -0.74, -0.75, 0.04, -1.17, 0.53, -0.15, -0.44, 0.73, -1.87, 0.73, -0.48, -1.24, 0.74, -0.57, -0.81, -0.72, -0.58, 0.60, 0.43, 0.02, 0.28, 0.34, 0.33, 0.35, 0.17, -0.09, 0.40, 0.40, 0.38, -0.77, 0.77, 0.22, 0.40, 0.20, 0.40, 0.32, 0.36, 0.39, 0.39, 0.40]}

=====

(2)
{"formula": "C39H66BrGeN2O6SiTi", "method": "ωB97M-V with the def2-TZVPD basis set", "multiplicity": 2, "lumo_energy_ev": [-0.92, -0.92], "total_energy_ha": -7876.65657, "total_charge": 0, "symbols": ["Ti", "C", "C", "C", "C", "O", "Ge", "O", "C", "C", "C", "C", "O", "C", "C", "C", "C", "H", "H", "H", "H", "H", "H", "H", "H", "H", "H", "H", "H", "H", "H", "H", "H", "H", "H", "H", "H", "H", "H", "H", "H", "H", "H", "H", "C", "O", "C", "C", "C", "C", "C", "C", "N", "N", "C", "O", "C", "C", "C", "C", "C", "C", "C", "O", "H", "H", "H", "H", "H", "H", "H", "H", "H", "H", "H", "H", "C", "C", "C", "C", "Si", "Br", "C", "C", "C", "C", "C", "C", "C", "C", "H", "H", "H", "H", "H", "H", "H", "H", "H", "H", "H", "H", "H", "H", "H", "H", "H", "H", "H", "H", "H", "H", "H", "H", "H", "H", "H"], "xyz": [[-0.0108, 0.3814, -0.5911], [2.9429, -0.6809, 1.5844], [1.5349, -0.4315, 2.1191], [1.6272, 0.2776, 3.4685], [0.7946, -1.7518, 2.2917], [0.7910, 0.3891, 1.2088], [1.0957, 2.5121, 1.1429], [-0.0664, 3.0592, 2.3747], [-1.3280, 3.2793, 2.9770], [-2.3764, 3.5281, 1.8991], [-1.7105, 2.0559, 3.8005], [-1.2006, 4.5001, 3.8794], [-0.2908, 2.3041, -0.5144], [-0.3950, 3.3384, -1.5307], [0.2236, 2.9030, -2.8556], [0.3208, 4.5965, -1.0473], [-1.8797, 3.6155, -1.7336], [3.5793, -1.0629, 2.3851], [2.9353, -1.4077, 0.7718], [3.3802, 0.2486, 1.2137], [2.1065, -0.3729, 4.2008], [2.2148, 1.1963, 3.3867], [0.6316, 0.5447, 3.8213], [1.3756, -2.4177, 2.9331], [-0.1852, -1.5826, 2.7444], [0.6503, -2.2276, 1.3213], [-2.4247, 2.6706, 1.2260], [-3.3614, 3.6813, 2.3487], [-2.1146, 4.4162, 1.3225], [-0.9751, 1.8832, 4.5881], [-2.6860, 2.2084, 4.2689], [-1.7588, 1.1770, 3.1562], [-0.9316, 5.3787, 3.2910], [-2.1454, 4.6955, 4.3913], [-0.4227, 4.3357, 4.6265], [1.2385, 2.5385, -2.7056], [-0.3647, 2.1149, -3.3218], [0.2529, 3.7632, -3.5272], [1.4006, 4.4354, -1.0177], [0.1135, 5.4265, -1.7226], [-0.0136, 4.8708, -0.0423], [-2.3881, 2.6783, -1.9697], [-2.3252, 4.0442, -0.8366], [-2.0141, 4.3099, -2.5651], [-4.5676, 0.9851, -3.7015], [-3.2647, 0.6780, -3.2584], [-2.9207, -0.6442, -3.1986], [-3.6967, -1.6820, -3.7004], [-3.2491, -3.0052, -3.5573], [-2.0707, -3.2917, -2.9140], [-1.2602, -2.2499, -2.3993], [-0.0643, -2.4842, -1.6824], [0.7237, -1.4641, -1.1876], [1.9975, -1.3977, -1.7393], [2.5217, -0.2439, -1.5602], [1.7854, 0.8060, -1.1752], [3.9715, -0.0460, -1.7751], [4.7785, -1.0755, -2.2578], [6.1385, -0.8757, -2.4168], [6.7153, 0.3473, -2.0888], [5.9173, 1.3722, -1.6056], [4.5504, 1.1776, -1.4533], [-1.6888, -0.9209, -2.6004], [-0.9058, 0.0632, -2.1681], [-4.7028, 2.0514, -3.5321], [-5.3261, 0.4315, -3.1393], [-4.6915, 0.7746, -4.7678], [-4.6282, -1.4810, -4.2103], [-3.8516, -3.8087, -3.9644], [-1.7315, -4.3158, -2.8072], [0.2722, -3.5068, -1.5229], [4.3192, -2.0207, -2.5132], [6.7582, -1.6802, -2.7931], [7.7806, 0.4972, -2.2112], [6.3587, 2.3255, -1.3424], [3.9177, 1.9727, -1.0795], [-5.4188, 1.3326, 0.5425], [-5.7860, 0.4411, 1.7514], [-7.3084, 0.2114, 1.7852], [-5.3659, 1.2337, 2.9986], [-4.9211, -1.2357, 1.6790], [-2.2026, -0.2882, 0.6283], [-4.4221, -2.0318, 3.3114], [-3.3706, -1.1789, 4.0554], [-5.6716, -2.2119, 4.1926], [-3.7660, -3.4042, 3.0801], [-5.3679, -2.3786, 0.2559], [-5.7790, -1.5679, -0.9832], [-6.5337, -3.2897, 0.6825], [-4.1639, -3.2396, -0.1871], [-5.8329, 2.3304, 0.7142], [-5.8294, 0.9579, -0.3923], [-4.3410, 1.4240, 0.4209], [-7.8026, 1.1848, 1.8413], [-7.6202, -0.3747, 2.6542], [-7.6734, -0.2976, 0.8929], [-5.8862, 2.1956, 2.9896], [-4.2946, 1.4295, 2.9966], [-5.6268, 0.7287, 3.9290], [-3.7869, -0.2586, 4.4584], [-2.5368, -0.9139, 3.4054], [-2.9804, -1.7637, 4.8928], [-6.1784, -1.2686, 4.4003], [-5.3599, -2.6408, 5.1485], [-6.3996, -2.8896, 3.7394], [-2.8737, -3.3194, 2.4578], [-4.4441, -4.1201, 2.6166], [-3.4657, -3.8124, 4.0487], [-6.6736, -0.9665, -0.8161], [-5.9905, -2.2626, -1.7996], [-4.9654, -0.9170, -1.3055], [-7.4337, -2.7216, 0.9336], [-6.2842, -3.9150, 1.5410], [-6.7741, -3.9517, -0.1532], [-3.2822, -2.6335, -0.3936], [-4.4307, -3.7548, -1.1120], [-3.8953, -3.9923, 0.5509]], "mulliken_charge": [-0.80, -1.72, 1.33, -1.51, -1.26, 0.13, -0.30, 0.42, 1.88, -1.18, -1.59, -2.04, 0.98, 1.55, -1.63, -2.07, -1.19, 0.63, 0.30, 0.16, 0.53, 0.43, -0.01, 0.53, -0.01, 0.14, -0.25, 0.54, 0.56, 0.60, 0.64, -0.01, 0.44, 0.37, 0.43, 0.10, 0.09, 0.59, 0.42, 0.46, 0.33, -0.02, 0.15, 0.45, -0.94, -0.30, 0.23, -0.49, -0.77, -1.00, 1.57, -1.96, 1.49, -1.04, -0.26, 0.22, 0.58, -0.47, -0.67, -0.40, -0.96, -0.21, 0.37, -0.79, 0.28, 0.31, 0.37, 0.49, 0.41, 0.40, 0.30, 0.46, 0.40, 0.39, 0.40, 0.43, -1.99, 3.21, -1.71, -2.14, -2.60, 1.34, 2.98, -1.85, -1.74, -2.17, 3.17, -1.76, -1.80, -1.87, 0.60, 0.37, 0.23, 0.48, 0.35, 0.37, 0.69, 0.11, 0.38, 0.36, 0.04, 0.62, 0.32, 0.51, 0.33, 0.30, 0.40, 0.66, 0.56, 0.76, -0.15, 0.35, 0.33, 0.51, 0.10, 0.57, 0.40]}